## 1
DFT (ωB97M-V/def2-TZVPD) results for an isolated molecule of C2H2O2S2.

Element x y z (Å)
O  -0.366  -1.704  0.049
C  -0.576  -0.511  0.014
S  -2.150  0.267  -0.041
C  0.562  0.525  0.015
O  0.357  1.712  0.045
S  2.162  -0.270  -0.043
H  -2.789  -0.924  -0.041
H  2.801  0.905  0.002

Values from the calculation:
HOMO level in eV: -10.119
LUMO in eV: -0.762
SMILES: O=C(S)C(=O)S
Molar mass in g/mol: 122.2
Kohn-Sham gap in eV: 9.4


## 2
DFT (ωB97M-V/def2-TZVPD) results for an isolated molecule of C2H2O2S2.

Element x y z (Å)
O  1.346  0.685  0.829
C  0.617  0.247  -0.136
S  1.226  0.285  -1.661
C  -0.705  -0.436  0.159
O  -1.234  -1.128  -0.750
S  -1.247  0.021  1.608
H  0.632  0.931  1.542
H  -0.655  -1.158  -1.456

Values from the calculation:
HOMO level in eV: -9.333
LUMO in eV: -1.451
SMILES: OC(=S)C(O)=S
Molar mass in g/mol: 122.2
Kohn-Sham gap in eV: 7.9


1 ends up most stable, edging out the next structure by 0.770 eV.


## 1
DFT (ωB97M-V/def2-TZVPD) results for an isolated molecule of C2H2O2S2.

Element x y z (Å)
O  0.179  1.709  0.168
C  0.411  0.346  0.091
S  1.928  -0.213  -0.362
C  -0.909  -0.443  -0.006
O  -0.511  -1.790  0.267
S  -2.486  0.181  -0.327
H  0.911  2.289  0.356
H  0.476  -2.080  -0.187

Values from the calculation:
HOMO level in eV: -9.377
LUMO in eV: -1.958
SMILES: OC(=S)C(O)=S
Molar mass in g/mol: 122.2
Kohn-Sham gap in eV: 7.4


## 2
DFT (ωB97M-V/def2-TZVPD) results for an isolated molecule of C2H2O2S2.

Element x y z (Å)
O  1.783  0.813  0.567
C  1.190  -0.125  0.091
O  1.667  -1.304  -0.270
C  -0.364  -0.002  -0.052
S  -1.266  -1.340  0.038
S  -0.803  1.626  -0.184
H  2.623  -1.255  -0.134
H  -2.078  1.373  -0.152

Values from the calculation:
HOMO level in eV: -9.020
LUMO in eV: -0.918
SMILES: O=C(O)C(=S)S
Molar mass in g/mol: 122.2
Kohn-Sham gap in eV: 8.1


2 ends up most stable, edging out the next structure by 1.863 eV.


## 1
DFT (ωB97M-V/def2-TZVPD) results for an isolated molecule of C9H11NO2.

Element x y z (Å)
C  -1.730  -2.930  0.417
C  0.535  -1.092  -0.219
C  -0.316  -2.376  -0.440
C  -1.616  -0.491  0.618
C  -2.337  0.637  0.552
C  0.961  -0.258  -1.458
C  2.010  -1.463  0.048
C  2.431  -0.732  -1.225
C  -1.736  2.010  0.389
N  -2.233  -1.772  0.808
O  -0.397  -2.896  -1.514
O  -0.258  -0.327  0.743
H  -3.356  0.881  0.730
H  0.511  -0.698  -2.322
H  0.746  0.839  -1.442
H  2.294  -0.874  0.943
H  2.288  -2.560  0.137
H  2.947  -1.177  -2.035
H  3.217  0.001  -0.991
H  -0.699  2.044  0.791
H  -2.323  2.813  0.860
H  -1.604  2.284  -0.721
H  -3.106  -1.911  1.314

Values from the calculation:
HOMO level in eV: -8.473
LUMO in eV: 0.697
Molar mass in g/mol: 165.2
Kohn-Sham gap in eV: 9.2


## 2
DFT (ωB97M-V/def2-TZVPD) results for an isolated molecule of C9H11NO2.

Element x y z (Å)
N  -3.008  1.176  0.120
C  -1.876  0.428  -0.234
C  -0.761  0.639  0.835
C  0.616  0.288  0.476
C  1.226  -0.847  0.998
C  2.482  -1.345  0.563
C  3.173  -0.489  -0.255
C  2.562  0.604  -0.879
C  1.334  1.059  -0.458
C  -2.140  -1.077  -0.473
O  -3.079  -1.606  0.049
O  -1.085  -1.636  -1.077
H  -3.608  1.432  -0.586
H  -3.503  0.995  0.960
H  -1.357  0.689  -1.209
H  -1.109  0.032  1.717
H  -0.778  1.703  1.061
H  0.576  -1.379  1.682
H  2.782  -2.300  0.981
H  4.194  -0.745  -0.486
H  3.031  1.215  -1.614
H  0.886  2.051  -0.704
H  -0.559  -0.887  -1.469

Values from the calculation:
HOMO level in eV: -9.078
LUMO in eV: 0.714
SMILES: N[C@@H](Cc1ccccc1)C(=O)O
Molar mass in g/mol: 165.2
Kohn-Sham gap in eV: 9.8


## 3
DFT (ωB97M-V/def2-TZVPD) results for a 2-piece molecular cluster, C9H11NO2 overall.

Element x y z (Å)
C  -3.425  -0.367  -0.183
C  -2.821  -1.536  0.149
C  -2.649  0.721  -0.495
C  -1.433  -1.608  0.139
C  -1.307  0.672  -0.541
C  -0.636  -0.548  -0.142
C  2.682  0.567  1.101
C  1.574  0.838  0.138
C  0.834  -0.471  -0.240
N  1.492  -1.656  -0.007
O  1.542  -2.681  -0.653
O  0.876  -0.404  -2.351
H  -4.470  -0.143  0.086
H  -3.337  -2.437  0.402
H  -3.037  1.745  -0.797
H  -0.926  -2.540  0.243
H  -0.666  1.615  -0.455
H  2.420  0.378  2.252
H  3.182  1.433  1.177
H  3.461  -0.155  0.778
H  0.810  1.590  0.507
H  2.094  1.191  -0.803
H  -0.039  -0.242  -2.466

Values from the calculation:
HOMO level (alpha / beta) in eV: -9.297 / -8.722
LUMO (alpha / beta) in eV: -0.892 / -1.285
Molar mass in g/mol: 165.2
Kohn-Sham gap (alpha / beta) in eV: 8.4 / 7.4


2 ends up most stable, edging out the next structure by 5.160 eV.


## 1
DFT (ωB97M-V/def2-TZVPD) results for an isolated molecule of C16H22ClN3O3.

Element x y z (Å)
O  -2.757  -1.757  -1.418
C  -2.338  -0.741  -0.999
N  -2.232  0.389  -1.553
C  -2.090  0.731  -2.985
C  -0.860  1.111  -3.435
C  -0.200  2.401  -2.676
N  0.168  1.934  -1.558
C  1.407  1.161  -1.438
C  1.685  0.975  0.026
O  1.803  1.925  0.829
C  0.750  2.907  0.645
C  0.178  3.207  -0.659
C  -1.987  -0.953  0.544
O  -1.476  0.191  1.306
N  -1.944  -2.000  1.131
C  -1.391  -2.464  2.359
C  -0.018  -2.443  2.469
C  0.881  -1.258  2.809
C  2.214  -1.294  2.791
C  2.615  -2.556  2.384
Cl  4.490  -2.303  2.354
C  2.139  -3.686  1.861
C  0.607  -3.461  2.271
H  -1.549  1.091  -0.957
H  -3.029  1.543  -2.982
H  -2.561  -0.076  -3.340
H  -0.327  0.228  -3.281
H  -1.170  1.047  -4.723
H  0.502  2.566  -3.266
H  -1.121  3.048  -2.772
H  1.190  0.340  -1.842
H  2.268  1.755  -1.872
H  2.495  0.251  0.214
H  0.750  0.252  0.360
H  0.814  3.876  1.385
H  -0.212  2.291  1.242
H  -0.606  3.729  -0.805
H  1.098  3.924  -0.928
H  -2.263  -2.909  0.420
H  -1.781  -3.274  2.778
H  -1.791  -1.741  3.121
H  0.321  -0.431  3.206
H  2.641  -0.436  3.317
H  2.555  -4.592  1.854
H  0.132  -4.501  1.810

Values from the calculation:
HOMO level in eV: -8.594
LUMO in eV: 0.529
SMILES: O=C(NCCCN1CCOCC1)C(=O)NCc1ccc(Cl)cc1
Molar mass in g/mol: 339.8
Kohn-Sham gap in eV: 9.1


## 2
DFT (ωB97M-V/def2-TZVPD) results for an isolated molecule of C16H22ClN3O3.

Element x y z (Å)
C  1.159  0.651  3.948
N  1.478  1.187  2.646
C  0.766  0.900  1.547
O  -0.198  0.155  1.544
C  1.248  1.561  0.252
N  0.971  0.599  -0.789
C  1.847  0.226  -1.739
O  2.882  0.810  -1.977
C  1.402  -0.996  -2.552
N  0.215  -1.643  -2.056
C  0.259  -2.858  -1.444
O  1.278  -3.506  -1.339
C  -1.062  -3.318  -0.921
C  -1.459  -4.630  -1.160
C  -2.666  -5.099  -0.679
C  -3.471  -4.252  0.067
Cl  -4.982  -4.829  0.675
C  -3.076  -2.952  0.343
C  -1.873  -2.485  -0.155
C  0.521  2.913  -0.011
C  -0.965  2.663  -0.279
C  1.162  3.577  -1.230
C  0.676  3.833  1.202
H  0.932  1.455  4.650
H  1.990  0.060  4.334
H  0.285  0.012  3.834
H  2.280  1.793  2.574
H  2.329  1.739  0.275
H  0.207  -0.023  -0.551
H  2.213  -1.731  -2.508
H  1.277  -0.688  -3.595
H  -0.677  -1.199  -2.205
H  -0.809  -5.277  -1.729
H  -2.979  -6.113  -0.872
H  -3.701  -2.313  0.947
H  -1.554  -1.486  0.103
H  -1.098  2.128  -1.216
H  -1.411  2.078  0.521
H  -1.493  3.610  -0.350
H  2.205  3.814  -1.036
H  1.126  2.919  -2.093
H  0.636  4.498  -1.475
H  0.154  3.434  2.069
H  0.254  4.809  0.975
H  1.725  3.973  1.453

Values from the calculation:
HOMO level in eV: -9.278
LUMO in eV: 0.510
SMILES: CNC(=O)[C@@H](NC(=O)CNC(=O)c1ccc(Cl)cc1)C(C)(C)C
Molar mass in g/mol: 339.8
Kohn-Sham gap in eV: 9.8


2 ends up most stable, edging out the next structure by 17.497 eV.